1.
A structure of composition C19H13ClIN3O3PdS2 in a non-equilibrium geometry. Source: the OMol25 dataset; level of theory: ωB97M-V with the def2-TZVPD basis set.

Relative energy (zero: lowest compared OMol25 entry of this formula, charge and spin) in kJ/mol: 67.8
E_LUMO in eV: -0.9
HOMO-LUMO gap in Eh: 0.2523
HOMO energy in eV: -7.73
Strongest force on any atom in eV/Å: 2.84

```
43
Properties=species:S:1:pos:R:3:forces:R:3
Pd -0.0942 -0.5107 -0.2396 -0.2 0.4 0.2
Cl 1.5653 -6.6111 -2.5039 0.2 -0.4 -0.1
C 0.7255 -5.1927 -2.0151 -0.8 0.1 0.0
C -0.6638 -5.1642 -2.1096 1.5 -0.5 -0.1
C -1.3519 -4.0381 -1.7248 -0.3 1.8 0.7
I -3.4402 -3.9263 -1.8373 0.3 -0.2 -0.1
C -0.6886 -2.8899 -1.2276 -1.4 -1.4 -0.7
O -1.3291 -1.8220 -0.8566 -0.6 -1.0 -0.5
C 0.7164 -2.9435 -1.1413 0.6 -0.2 0.0
N 1.3007 -1.8132 -0.6571 2.6 -1.2 -0.3
C 2.6581 -1.7897 -0.5434 -2.5 1.0 0.2
C 3.4381 -2.8573 -0.8979 0.1 -2.0 -0.8
C 2.8577 -4.0303 -1.3989 0.3 1.3 0.5
C 1.4616 -4.0866 -1.5287 -0.4 -0.1 -0.1
H -1.1855 -6.0307 -2.4862 0.0 -0.1 0.0
H 3.0955 -0.8801 -0.1568 -0.1 0.0 0.0
H 4.5089 -2.7893 -0.7878 0.1 0.0 0.0
H 3.4631 -4.8742 -1.6801 0.1 -0.1 0.0
O 3.4149 1.8264 1.0662 0.1 -0.3 -0.1
C 2.7007 2.9241 1.3755 -0.4 0.2 0.0
C 3.4131 4.0171 1.8647 0.1 0.0 0.0
C 2.7645 5.1833 2.2057 0.0 -0.2 -0.1
C 1.3846 5.2801 2.0653 -0.1 0.2 0.1
C 0.6682 4.2068 1.5876 0.1 -0.2 0.0
C 1.3005 3.0102 1.2334 0.5 0.2 0.1
C 0.5128 1.8807 0.7342 -1.3 0.3 0.0
O 1.1408 0.7991 0.3686 1.2 0.9 0.4
N -0.7918 1.9849 0.6812 0.8 1.4 0.6
N -1.4164 0.8718 0.2216 -2.1 -0.4 -0.2
C -2.7323 0.9172 0.1822 1.6 0.0 0.1
S -3.6665 -0.4259 -0.4018 -0.5 0.0 0.1
C -5.2579 0.2309 0.2204 0.5 -0.2 0.0
C -5.2265 1.7307 0.0619 0.4 0.2 0.0
S -3.6167 2.3353 0.7055 -0.1 -0.2 -0.1
H 2.7905 1.1514 0.7340 -0.1 0.2 0.1
H 4.4841 3.9211 1.9668 0.1 0.0 0.0
H 3.3330 6.0205 2.5809 0.1 0.1 0.0
H 0.8800 6.1964 2.3320 -0.1 0.0 0.0
H -0.4007 4.2555 1.4724 -0.2 0.0 0.0
H -5.3620 -0.0708 1.2629 -0.1 0.1 0.0
H -6.0399 -0.2360 -0.3745 -0.1 0.0 0.0
H -6.0144 2.2173 0.6325 0.0 0.1 0.0
H -5.3002 2.0217 -0.9866 0.0 0.0 0.1
```
Forces are in eV/Å.

Charges in e, computed with Mulliken, in the same order as the atoms: 1.17, -0.27, 0.64, -0.63, -0.43, 0.10, 1.24, -0.74, -0.43, -0.32, 0.07, -0.96, -0.57, 0.07, 0.44, 0.27, 0.43, 0.46, -0.68, 0.32, -0.82, -0.28, -0.82, -0.36, 0.33, 0.81, -0.96, -0.85, 0.17, 0.21, 0.03, -0.58, -0.57, -0.03, 0.44, 0.41, 0.38, 0.40, 0.52, 0.32, 0.37, 0.38, 0.31

=====

2.
A structure of composition CH3IrN5SbSe4Te. Source: the OMol25 dataset; level of theory: ωB97M-V with the def2-TZVPD basis set.

Relative energy (zero: lowest compared OMol25 entry of this formula, charge and spin) in kJ/mol: 0.0
E_LUMO in eV: 4.4
Net charge: -2
HOMO-LUMO gap in Eh: 0.1619
HOMO energy in eV: -0.04
Strongest force on any atom in eV/Å: 0.09

```
16
Properties=species:S:1:pos:R:3:forces:R:3
Ir -1.4955 0.9973 0.0090 0.1 -0.1 0.0
Se -1.6304 -3.0760 0.9095 0.0 0.0 0.0
Sb -3.0383 -1.7392 2.6621 0.0 0.0 0.0
Se -3.3334 2.5392 0.5284 0.0 0.0 0.0
Se -2.7184 -0.9966 0.1523 0.0 0.1 0.0
Se -5.1567 -2.8982 2.8757 0.0 0.0 0.0
N 3.5829 0.6871 -1.4924 0.0 0.0 0.0
N 2.3802 0.2763 -0.9436 0.0 0.0 0.0
N 2.2543 -0.8276 -0.2322 0.0 0.0 0.0
C 0.9861 -0.7826 0.1117 0.0 0.0 0.0
N 0.3692 0.3304 -0.3830 0.0 0.0 0.0
N 1.2756 0.9951 -1.0561 0.0 0.0 0.0
H 3.7789 1.6127 -1.1255 0.0 0.0 0.0
H 3.4435 0.7762 -2.4931 0.0 0.0 0.0
H 0.4659 -1.5276 0.6933 0.0 0.0 0.0
Te -1.1640 3.6337 -0.2162 0.0 0.0 0.0
```
Forces are in eV/Å.

Charges in e, computed with Mulliken, in the same order as the atoms: 0.29, -0.53, 0.33, -0.60, -0.22, -0.76, -0.79, 0.99, -0.71, 0.06, 0.16, -0.55, 0.27, 0.27, 0.36, -0.56

=====

3.
A cluster of 19 separate species, H37O19 in total in a non-equilibrium geometry. Source: the OMol25 dataset; level of theory: ωB97M-V with the def2-TZVPD basis set.

Relative energy (zero: lowest compared OMol25 entry of this formula, charge and spin) in kJ/mol: 138.0
E_LUMO (alpha / beta) in eV: -1.4 / -5.9
HOMO-LUMO gap (alpha / beta) in Eh: 0.3569 / 0.1912
Spin multiplicity: 2
HOMO energy (alpha / beta) in eV: -11.11 / -11.11
Strongest force on any atom in eV/Å: 3.09

```
56
Properties=species:S:1:pos:R:3:forces:R:3
O 0.6666 -1.1771 -4.0383 0.5 0.2 -0.2
H -0.6303 -3.2053 -0.7719 -0.4 -0.4 -0.8
H -0.3804 3.8087 2.8075 0.2 0.3 0.2
O -0.0643 -1.7558 -1.6148 0.2 0.2 0.5
H -4.0624 0.4546 2.5052 -0.5 -1.1 0.3
H -0.4636 -0.9420 -1.2788 0.1 0.1 0.1
O 0.1614 3.5170 3.5551 -0.4 -0.4 -0.6
H -1.2851 -2.9710 1.6466 -0.5 0.3 0.4
H 3.8978 3.1758 0.0873 0.6 0.2 0.8
O -2.6032 -0.7283 -3.6992 0.5 0.1 -0.3
H -2.7832 0.0357 -3.1187 -0.2 -0.3 0.0
H -2.2093 -1.4156 -3.1568 -0.2 0.0 0.2
O -2.2591 3.5979 -2.1823 1.4 -0.5 0.7
H -1.2799 3.6972 -2.1881 -0.9 0.4 -0.6
H -2.2690 2.9625 -1.4306 -0.5 1.0 -0.7
O -3.7358 0.9740 -1.8929 0.3 0.2 0.1
H 2.5969 -3.7793 0.1265 1.4 -0.7 0.8
H -4.6096 0.7248 -1.5845 0.0 0.2 0.2
O 3.6981 3.5592 -0.7661 -0.6 -0.6 -0.2
H 1.3610 3.7207 0.2576 -0.9 0.6 0.3
H 3.4006 2.7331 -1.1858 0.1 0.4 -0.4
O 0.8033 2.9309 0.4095 2.0 0.1 -0.5
H 2.6005 0.2963 -0.4495 2.0 1.2 -2.0
O 1.6381 -0.7847 0.1368 0.1 -0.4 0.1
H 3.0816 -3.1032 -0.9557 1.3 -0.1 -0.9
H 2.1534 -1.1135 -0.6239 0.5 -0.4 0.4
O -1.9653 -3.6385 1.8119 0.8 0.2 -0.3
H -4.8401 -0.3950 1.2972 0.2 -0.6 0.9
H -1.7181 -4.2627 1.1186 -0.5 -0.4 -0.2
O -1.6057 2.0110 -0.2305 1.8 -1.4 0.9
H -0.6462 2.0701 -0.4490 -0.7 0.8 -0.5
H 0.8517 -3.4404 1.6177 -0.1 -0.3 0.2
O -4.4595 0.4111 1.6357 0.2 1.7 -1.1
H -3.3701 1.6651 -1.3127 -0.6 -0.7 -0.2
H -1.1545 0.6469 2.9541 0.1 -0.7 0.8
O 3.4952 -3.6700 -0.2853 -2.5 0.7 -0.1
H -2.2560 0.2967 2.1216 -0.6 -0.9 0.0
H 1.5350 2.3735 0.0836 -0.5 -0.7 0.0
O 2.8404 0.7679 -1.3245 -1.5 0.6 1.0
H 0.1476 2.5614 3.4054 0.3 0.1 0.3
H 3.4126 0.9324 1.9397 0.6 -0.1 0.2
O 0.8225 0.0214 2.5934 0.7 -0.6 -0.6
H 1.3969 -0.2269 1.8453 -0.3 0.6 0.6
H 0.4853 -0.8602 2.8168 -0.2 0.3 0.5
O -1.8422 -0.0474 2.9308 0.2 1.4 -0.8
H 1.9730 -4.3345 2.1660 -0.1 0.2 0.1
H 0.8267 -1.1710 -3.0854 -0.3 0.0 -0.9
O 1.7206 -3.4097 2.0317 0.0 0.1 -0.3
H 3.4992 0.5251 -1.9858 0.1 -0.8 0.8
H -1.4197 1.5686 0.6122 -1.0 0.1 0.2
O -0.8594 -4.1357 -0.9293 0.1 -0.5 0.9
H -1.0530 -4.2496 -1.8646 0.1 0.3 0.1
H 0.8593 -1.7582 -1.3054 -1.3 -0.1 -0.2
O 3.5570 1.8788 1.8111 -1.4 -0.2 -0.2
H -0.2807 -1.0102 -4.1115 -0.1 0.1 -0.1
H 2.6257 2.1761 1.9016 0.7 0.4 0.2
```
Forces are in eV/Å.

Charges in e, computed with Mulliken, in the same order as the atoms: -0.65, 0.54, 0.33, -0.65, 0.31, 0.29, -0.64, 0.16, 0.34, -0.65, 0.42, 0.24, -0.66, 0.26, 0.55, -0.58, 0.31, 0.24, -0.65, 0.41, 0.36, -0.52, 0.57, -0.43, 0.33, 0.17, -0.61, 0.31, 0.42, -0.55, 0.27, 0.37, -0.62, 0.29, 0.34, -0.60, 0.36, 0.05, -0.71, 0.29, 0.30, -0.53, 0.23, 0.31, -0.69, 0.28, 0.39, -0.65, 0.27, 0.10, -0.66, 0.26, 0.28, -0.61, 0.35, 0.36

=====

4.
A cluster of 3 separate species, C12H32BF4N2O4 in total in a non-equilibrium geometry. Source: the OMol25 dataset; level of theory: ωB97M-V with the def2-TZVPD basis set.

Relative energy (zero: lowest compared OMol25 entry of this formula, charge and spin) in kJ/mol: 0.0
E_LUMO in eV: -2.1
Net charge: +1
HOMO-LUMO gap in Eh: 0.3842
HOMO energy in eV: -12.52
Strongest force on any atom in eV/Å: 3.41

```
55
Properties=species:S:1:pos:R:3:forces:R:3
C 3.4550 -1.1262 -0.6650 -0.5 0.1 0.0
O 2.9230 -2.2762 -1.3201 0.5 -0.4 0.3
C 2.4086 -2.0092 -2.5948 -0.3 0.5 -0.1
C 1.4989 -3.1653 -2.9107 -0.7 -0.6 -0.8
N 0.4068 -3.2951 -1.8724 0.9 1.6 -0.4
H 0.9586 -2.9816 -1.0528 -0.7 -0.9 0.7
H -0.2360 -2.5043 -1.9973 0.2 0.1 0.0
C -0.4474 -4.5225 -1.7935 0.7 0.5 0.7
C -1.2276 -4.4617 -0.4946 -0.4 -0.4 0.3
O -0.2961 -4.5111 0.5436 1.0 -0.2 -0.1
C -0.7990 -4.9150 1.7964 -0.8 0.0 -0.1
H 2.6321 -0.4079 -0.5801 0.4 0.3 -0.1
H 4.3201 -0.7341 -1.2029 -0.1 0.1 -0.1
H 3.7702 -1.3836 0.3427 0.0 -0.3 -0.1
H 3.1307 -1.9468 -3.4173 0.4 -0.2 0.3
H 1.9018 -1.0411 -2.5678 -0.2 -0.2 -0.2
H 2.0789 -4.0873 -2.9191 -0.1 -0.1 0.2
H 1.0352 -3.0561 -3.8911 0.0 0.0 0.0
H 0.2063 -5.3891 -1.7494 0.0 -0.1 -0.3
H -1.0763 -4.4794 -2.6769 -0.1 -0.4 0.0
H -1.8829 -5.3371 -0.4124 -0.1 0.0 -0.3
H -1.8486 -3.5630 -0.4271 0.0 0.1 -0.1
H 0.0022 -5.2253 2.4606 0.3 0.4 -0.1
H -1.4472 -5.7964 1.6897 -0.1 0.1 -0.1
H -1.3811 -4.0862 2.2126 0.1 -0.2 0.3
C 1.9652 3.0491 -1.5728 0.5 -0.5 -0.6
O 1.2862 3.3134 -0.3612 0.1 0.2 0.2
C 0.5093 4.4818 -0.4041 0.0 0.0 0.3
C -0.5218 4.3774 0.6917 0.2 -1.1 1.2
N -1.3815 3.1548 0.4540 -0.8 1.0 0.6
H -1.9065 3.4097 -0.3791 0.2 -0.7 -0.4
H -0.8463 2.2886 0.3304 0.5 0.1 -0.5
C -2.4377 2.8153 1.4969 -0.9 0.4 -2.0
C -1.9258 1.9399 2.5499 1.9 -0.2 2.9
O -1.1774 2.6874 3.5408 -0.3 0.2 -0.2
C -1.8906 3.6471 4.3328 0.3 -0.8 -0.8
H 2.0486 3.9066 -2.2443 -0.5 0.1 0.1
H 1.4645 2.2080 -2.0538 -0.1 0.1 -0.3
H 3.0067 2.7522 -1.4333 -0.1 -0.1 0.6
H 0.0229 4.5634 -1.3829 0.0 0.3 0.0
H 1.1290 5.3547 -0.1733 -0.1 0.2 -0.4
H -1.1771 5.2314 0.8458 -0.1 0.1 -0.5
H -0.0464 4.2069 1.6595 0.2 0.0 -0.1
H -3.2130 2.3463 0.8842 0.1 -0.4 0.3
H -2.9082 3.7379 1.8389 0.4 0.0 0.3
H -1.1208 1.2443 2.2969 -0.5 -0.1 -1.0
H -2.6642 1.3299 3.0780 -0.5 0.3 -0.3
H -1.9647 4.5953 3.7913 -0.1 0.1 0.2
H -1.2697 3.7596 5.2161 -0.3 0.2 0.2
H -2.8882 3.2605 4.5575 0.0 0.2 0.3
B -0.4590 -0.2890 -0.3666 0.7 0.7 -1.1
F -0.5903 -1.5777 0.1154 0.0 -0.1 0.1
F -1.7082 0.3000 -0.6187 0.0 0.2 0.6
F 0.3559 0.5133 0.4591 -0.7 0.0 0.2
F 0.2232 -0.3064 -1.6492 -0.4 -0.4 0.4
```
Forces are in eV/Å.

Charges in e, computed with Mulliken, in the same order as the atoms: -0.48, -0.42, -0.14, -0.86, 0.05, 0.44, 0.28, -0.64, -0.52, -0.31, -0.78, 0.04, 0.31, 0.26, 0.50, 0.05, 0.34, 0.45, 0.32, 0.37, 0.61, 0.27, 0.26, 0.33, 0.29, -0.76, -0.29, -0.56, -0.64, 0.23, 0.39, -0.04, -0.69, -0.22, -0.42, -0.72, 0.40, 0.21, 0.26, 0.48, 0.33, 0.44, 0.34, 0.38, 0.50, 0.08, 0.42, 0.24, 0.28, 0.34, 0.37, -0.18, -0.31, -0.42, -0.48